Below is 12 unconnected molecules or ions with the total composition H23O12, with properties calculated with the ωB97M-V functional and the def2-TZVPD basis.

CARTESIAN COORDINATES (ANGSTROEM)
1 O 1.166 3.201 2.546
2 H 0.934 2.250 2.508
3 H 2.549 -2.191 1.248
4 O -3.211 3.174 -1.577
5 H -3.238 2.227 -1.698
6 H -2.401 3.415 -1.123
7 O -2.614 -1.483 1.009
8 H -1.928 -0.870 0.711
9 O 3.311 -2.635 0.834
10 H -2.979 -2.998 -2.537
11 H 3.016 -2.295 -0.045
12 O 0.289 0.507 3.250
13 H 0.325 0.169 2.310
14 H 0.765 -2.871 0.180
15 O 3.678 -0.663 -1.412
16 H 2.754 -0.253 -1.562
17 H -2.213 -2.305 1.309
18 O -3.499 -3.154 -1.749
19 H -3.414 -2.432 -1.105
20 H 3.720 -0.814 -2.373
21 O -2.275 2.939 2.198
22 H -1.343 3.096 2.389
23 H -2.745 3.012 3.039
24 O -0.275 1.036 -3.850
25 H -1.065 0.534 -3.602
26 H 0.429 0.819 -3.218
27 O 0.911 0.296 0.705
28 H 0.949 3.559 1.682
29 H 1.180 0.947 -0.476
30 O 1.502 0.762 -1.545
31 H 1.076 -0.635 0.532
32 H 1.907 1.563 -1.912
33 O 1.124 -3.743 0.055
34 H 1.043 0.185 3.746
35 H 0.574 -4.349 -0.467

Forces on atoms 1 to 6 (eV/Å):
-0.3 0.0 0.1
0.1 0.1 0.1
0.7 -0.4 1.1
-0.5 0.6 -0.3
0.4 -0.2 0.2
0.1 -0.4 0.1

For the relative energy (zero: lowest compared OMol25 entry of this formula, charge and spin), the calculation gives 80.13 kcal/mol. The calculation puts the strongest force on any atom at 2.36 eV/Å. For the total energy, the calculation gives -24944.5335 eV. As for the total charge: -1. Its HOMO energy is -0.23484 Eh. The value obtained for the LUMO energy is 2.37 eV.